(1)
Density functional theory data (ωB97M-V/def2-TZVPD) for a structure of composition C14H18I2IrLaO4S.

Structure (XYZ):
```
41
Properties=species:S:1:pos:R:3:forces:R:3
I 0.400 0.964 4.285 0.236 0.303 1.867
I -3.384 -0.208 -2.130 -0.762 -0.172 -0.142
Ir -0.981 0.300 -1.324 -1.037 -0.290 1.175
La 0.041 0.374 1.361 0.613 1.248 2.450
S -2.125 1.768 0.568 0.940 -0.674 -1.196
C 1.696 2.638 0.883 3.283 5.641 -0.007
C 2.613 -0.263 1.082 5.323 -3.626 0.742
C -1.892 3.622 0.478 -0.444 0.624 -0.501
C -3.340 3.821 -0.011 -0.334 -0.034 0.156
C -0.882 4.186 -0.518 -0.103 -0.183 -0.248
C -1.667 4.178 1.883 -0.256 -0.761 0.318
C -0.075 -1.038 -2.287 3.123 -3.553 -4.316
C -0.427 1.692 -2.431 1.383 3.354 -4.686
O 3.526 -0.970 1.204 -4.116 3.508 -0.660
O 2.307 3.634 0.859 -3.180 -5.442 0.099
O 0.514 -1.838 -2.900 -2.665 3.461 2.425
O -0.168 2.400 -3.317 -0.968 -2.621 3.786
H -3.516 4.884 -0.175 -0.201 0.109 -0.038
H -4.029 3.418 0.749 -0.066 0.487 -0.336
H -3.491 3.255 -0.948 -0.099 0.560 0.190
H -0.562 5.173 -0.155 -0.127 -0.247 -0.201
H -1.362 4.320 -1.495 0.254 0.003 0.113
H 0.026 3.587 -0.647 -0.173 0.101 0.058
H -1.806 5.267 1.839 0.018 -0.267 0.052
H -0.659 3.966 2.265 -0.028 0.182 -0.164
H -2.388 3.748 2.587 0.007 0.283 0.018
C 0.902 -4.718 1.148 -0.318 -0.058 1.446
C 1.387 -4.013 -0.116 -1.742 1.101 -0.916
C 2.916 -3.992 -0.170 1.693 0.609 0.162
C 0.825 -4.701 -1.359 -0.254 0.156 -0.566
C 0.886 -2.655 -0.067 1.341 -3.292 0.014
C 0.426 -1.513 0.033 -1.474 0.552 -0.886
H 1.258 -5.749 1.132 0.091 0.053 -0.086
H -0.193 -4.715 1.191 0.221 -0.072 -0.048
H 1.296 -4.218 2.041 -0.064 -0.276 -0.043
H 3.276 -5.020 -0.203 -0.194 -0.063 0.042
H 3.257 -3.464 -1.065 -0.062 -0.147 0.060
H 3.330 -3.492 0.710 0.002 -0.245 -0.094
H -0.269 -4.686 -1.344 0.101 -0.116 -0.022
H 1.169 -4.204 -2.269 0.005 -0.244 -0.015
H 1.164 -5.738 -1.366 0.034 0.048 -0.003
```
Forces are in eV/Å.

Output
Charge ... +4
Spin multiplicity ... 5
Orbital gap (spin up / spin down) ... 0.26922 / 0.13347 hartree
E_LUMO (spin up / spin down) ... -15.15 / -18.02 eV
Electronic energy ... -1972.85181 Ha

***

(2)
Density functional theory data (ωB97M-V/def2-TZVPD) for the ion C14H18N with charge +1.

Structure (XYZ):
```
33
Properties=species:S:1:pos:R:3:forces:R:3
C -1.287 -1.285 1.932 0.020 1.400 1.218
C -0.352 -1.058 0.854 1.145 3.557 -0.874
N 0.351 -1.898 0.191 -0.221 0.024 0.994
C 0.479 -3.316 0.491 -1.183 0.325 -0.475
C 0.886 -1.357 -0.987 0.441 2.923 -1.604
C 1.486 -1.972 -2.048 0.678 -4.968 0.440
C 1.668 -1.384 -3.275 -0.116 0.923 1.720
C 1.406 -0.046 -3.342 0.063 0.706 -0.072
C 0.978 0.722 -2.277 -0.499 -0.707 1.196
C 0.651 0.039 -1.106 -0.688 -0.158 -0.049
C -0.091 0.640 0.052 0.770 -5.070 3.304
C 0.772 1.611 0.895 0.678 0.646 0.305
C -0.140 2.873 1.059 0.296 0.438 0.420
C -1.309 2.698 0.033 0.365 0.094 1.215
C -1.467 1.156 -0.101 -1.890 1.579 -1.279
H -1.283 -2.182 2.456 0.392 -2.260 0.338
H -2.264 -1.198 1.500 -0.782 0.273 -0.238
H -1.230 -0.588 2.800 0.115 0.291 -1.097
H 1.366 -3.664 0.071 1.535 -0.537 -0.785
H -0.348 -3.781 -0.030 -0.196 -0.583 0.277
H 0.536 -3.519 1.536 -0.412 0.073 0.689
H 1.787 -3.107 -1.985 -0.740 2.271 0.024
H 2.090 -1.935 -4.056 0.395 -0.599 -1.138
H 1.546 0.452 -4.241 0.355 0.834 -1.697
H 0.817 1.799 -2.335 0.045 -0.342 -0.193
H 1.613 1.856 0.212 -0.409 0.110 0.392
H 1.335 1.305 1.847 -1.345 -0.089 -1.270
H 0.502 3.760 0.808 -0.881 -0.593 0.410
H -0.554 3.018 2.096 0.594 -0.338 -0.939
H -2.212 3.242 0.406 0.662 -0.594 -0.665
H -0.946 3.119 -0.884 -0.227 0.318 -0.705
H -2.344 0.873 0.525 1.314 -0.393 0.319
H -1.786 0.824 -1.092 -0.275 0.446 -0.179
```
Forces are in eV/Å.

Output
Charge ... +1
Energy above the lowest of the compared OMol25 structures with the same formula, charge and spin ... 202.4 kJ/mol
Orbital gap ... 0.33479 hartree
E_LUMO ... -3.69 eV
Electronic energy ... -598.72053 Ha

***

(3)
Density functional theory data (ωB97M-V/def2-TZVPD) for the molecule C14H18N2O.

Structure (XYZ):
```
35
Properties=species:S:1:pos:R:3:forces:R:3
C -1.948 2.153 3.336 -0.542 0.429 1.668
C -1.560 1.669 2.199 -0.130 0.243 -0.974
C -1.329 0.253 1.868 -1.948 -0.979 1.215
C 0.084 -0.084 2.176 -0.802 -1.863 0.808
C 0.305 -0.800 3.451 2.924 2.765 -3.660
C 1.638 -1.023 3.714 0.277 -0.979 -1.453
C 2.661 -0.728 2.757 0.246 -0.235 1.543
C 2.373 -0.149 1.523 0.641 -0.441 1.166
C 1.038 0.139 1.167 0.923 -1.629 1.369
C 0.756 0.456 -0.279 -0.599 0.804 -0.600
C 0.828 1.960 -0.529 1.341 -1.674 -1.118
O 1.773 -0.013 -1.188 1.034 2.366 -0.152
C 1.548 -1.135 -1.783 0.020 -2.593 1.669
N 0.953 -2.051 -1.128 -0.734 -1.582 -0.564
C 0.854 -3.207 -2.045 2.954 0.953 0.014
C 2.023 -2.912 -3.138 -2.088 1.502 3.123
N 2.082 -1.422 -3.003 1.245 -0.301 -1.554
H -2.233 1.752 4.273 -0.059 -1.997 0.514
H -2.044 3.163 3.567 0.109 2.176 -0.764
H -1.386 2.393 1.447 0.367 0.652 -0.855
H -2.098 -0.259 2.521 1.207 -0.131 -0.491
H -1.609 -0.043 0.867 -0.009 0.314 -0.481
H -0.411 -1.070 4.159 -1.453 -0.200 0.567
H 1.849 -1.726 4.494 0.518 0.168 0.767
H 3.710 -1.021 3.104 -1.453 0.606 -0.993
H 3.252 0.012 0.903 -0.546 0.047 -0.416
H -0.166 0.003 -0.721 0.385 0.420 1.138
H 1.900 2.187 -0.619 -0.363 0.223 0.257
H 0.393 2.477 0.253 -0.955 1.348 1.292
H 0.387 2.103 -1.491 -0.444 0.718 -0.550
H 0.984 -4.201 -1.625 0.117 0.192 0.522
H -0.100 -3.164 -2.456 -1.688 -0.119 -1.274
H 2.915 -3.423 -2.915 1.422 -0.285 0.766
H 1.694 -3.315 -4.017 -0.857 -0.218 -2.865
H 2.936 -0.902 -3.285 -1.060 -0.698 0.367
```
Forces are in eV/Å.

Output
Charge ... 0
Energy above the lowest of the compared OMol25 structures with the same formula, charge and spin ... 389.1 kJ/mol
Orbital gap ... 0.34624 hartree
E_LUMO ... 0.91 eV
Electronic energy ... -728.91466 Ha

***

(4)
Density functional theory data (ωB97M-V/def2-TZVPD) for a structure of composition C14H18N2O3.

Structure (XYZ):
```
37
Properties=species:S:1:pos:R:3:forces:R:3
C 2.858 -0.162 -0.533 -0.118 0.239 -1.471
C 1.281 -0.266 -0.409 1.182 -0.572 -0.528
C 3.874 -1.462 -0.560 -4.957 -0.735 5.689
C 4.891 -0.956 0.669 0.217 -2.264 0.394
C 4.852 0.527 0.337 -0.247 0.793 -0.502
C -0.860 1.012 -0.393 0.181 3.930 -0.911
C -1.065 2.687 -0.309 -1.712 -3.183 0.907
C -1.282 0.129 0.835 0.151 -0.194 -1.339
C -2.692 -0.411 0.574 1.371 -1.713 -1.061
C -3.862 0.306 0.760 -2.828 3.557 2.061
C -2.736 -1.624 -0.192 -0.578 -2.805 0.981
C -5.268 -0.102 0.496 3.670 -1.199 0.065
C -4.025 -2.016 -0.606 3.023 0.849 1.315
C -5.098 -1.400 -0.057 -6.151 0.697 -2.194
H 3.046 0.564 1.457 1.079 0.811 -3.523
H 2.969 0.346 -1.507 -0.043 -0.289 -0.102
H 3.076 -2.340 -0.151 2.419 2.014 -0.796
H 4.100 -1.852 -1.514 1.232 0.267 -0.955
H 5.999 -1.590 0.633 -3.348 2.034 0.402
H 4.245 -0.955 1.866 2.284 -0.857 -3.710
H 5.440 1.251 0.982 -0.612 -0.977 -0.944
H 4.999 0.617 -0.787 0.920 0.376 1.376
H 0.972 1.917 -0.670 0.257 -2.365 0.887
H -1.372 0.971 -1.502 1.121 -1.234 2.819
H -0.431 -0.634 0.570 -2.812 0.446 1.776
H -1.108 0.624 1.831 -0.210 -0.225 -1.201
H -3.774 1.340 1.303 0.178 -1.901 -1.137
H -2.047 -2.689 -0.204 -0.797 4.077 -0.202
H -6.300 0.475 0.660 2.893 -1.511 -0.171
H -4.045 -2.810 -1.301 -0.745 -1.082 -0.220
H -6.053 -1.901 -0.419 0.829 0.607 0.687
H -2.630 3.661 -0.877 0.184 -0.485 0.721
N 3.401 0.816 0.382 -0.638 -0.128 4.031
N 0.573 0.970 -0.368 2.168 -0.749 -1.516
O 0.785 -1.409 -0.388 0.464 2.236 -0.209
O -0.322 3.589 -0.088 0.529 -0.070 -0.456
O -2.390 2.775 -0.517 -0.557 1.604 -0.962
```
Forces are in eV/Å.

Output
Charge ... 0
Energy above the lowest of the compared OMol25 structures with the same formula, charge and spin ... 830.1 kJ/mol
Orbital gap ... 0.34361 hartree
E_LUMO ... 0.54 eV
Electronic energy ... -879.25070 Ha

***

(5)
Density functional theory data (ωB97M-V/def2-TZVPD) for the molecule C14H18N4O2S.

Structure (XYZ):
```
39
Properties=species:S:1:pos:R:3:forces:R:3
C -1.302 3.237 1.503 0.273 0.085 -0.318
C -0.569 4.088 0.470 -0.398 0.095 0.229
O 0.731 3.605 0.192 0.259 -0.123 -0.089
C 0.878 2.455 -0.522 0.189 -0.144 -0.071
C 2.170 1.929 -0.558 -0.130 0.169 0.123
C 2.429 0.746 -1.219 -0.131 0.042 -0.094
C 1.411 0.064 -1.873 0.082 0.147 -0.115
C 1.627 -1.297 -2.490 -0.060 0.061 0.034
C 0.643 -2.222 -1.875 0.226 -0.182 0.237
N -0.362 -2.799 -2.480 0.455 0.477 -0.988
N -1.098 -3.438 -1.566 -0.676 -0.547 0.571
C -0.540 -3.241 -0.408 0.161 -0.059 0.577
S -1.175 -3.760 1.136 -0.397 -0.113 -0.148
C -2.421 -2.423 1.319 0.305 -0.204 -0.193
C -1.722 -1.107 1.605 -0.240 -0.316 0.093
N -1.106 -1.068 2.806 0.178 0.170 0.501
O -1.698 -0.183 0.824 -0.059 0.213 -0.321
N 0.589 -2.480 -0.536 -0.506 -0.294 -0.725
C 1.480 -2.043 0.496 0.341 0.301 0.364
C 0.137 0.616 -1.875 0.261 -0.016 -0.013
C -0.136 1.795 -1.210 -0.036 0.288 0.104
H -1.438 2.218 1.145 -0.056 -0.061 0.040
H -2.277 3.671 1.707 -0.130 0.040 0.046
H -0.729 3.209 2.427 0.031 0.006 0.103
H -0.401 5.095 0.863 -0.073 -0.115 -0.135
H -1.157 4.173 -0.452 0.088 0.038 0.051
H 2.955 2.460 -0.042 0.081 0.071 0.073
H 3.433 0.345 -1.217 0.100 -0.059 0.007
H 1.441 -1.281 -3.565 0.061 -0.097 0.034
H 2.649 -1.642 -2.312 0.014 0.031 -0.073
H -2.988 -2.367 0.392 0.014 0.077 0.127
H -3.063 -2.722 2.146 -0.059 0.017 0.019
H -0.600 -0.240 3.073 -0.024 -0.022 -0.043
H -1.107 -1.860 3.425 0.051 0.043 -0.046
H 1.254 -2.595 1.409 0.047 0.076 -0.102
H 2.512 -2.237 0.202 -0.020 0.010 0.039
H 1.356 -0.972 0.671 0.027 -0.081 0.044
H -0.662 0.101 -2.388 -0.133 -0.084 -0.010
H -1.145 2.171 -1.222 -0.113 0.060 0.065
```
Forces are in eV/Å.

Output
Charge ... 0
Energy above the lowest of the compared OMol25 structures with the same formula, charge and spin ... 46.0 kJ/mol
Orbital gap ... 0.31762 hartree
E_LUMO ... 0.36 eV
Electronic energy ... -1311.98829 Ha

***

(6)
Density functional theory data (ωB97M-V/def2-TZVPD) for the molecule C14H18N4S.

Structure (XYZ):
```
37
Properties=species:S:1:pos:R:3:forces:R:3
S 3.201 2.091 -0.120 0.858 0.181 -0.049
C 1.597 1.739 0.079 -0.070 0.296 0.069
N 0.808 1.296 -0.912 -0.288 0.019 0.371
C 1.313 0.748 -2.146 0.074 -0.129 -0.369
C 0.873 -0.717 -2.298 0.036 0.149 0.086
C 1.041 -1.445 -0.993 -0.082 -0.143 -0.096
C 2.298 -1.592 -0.418 -0.041 -0.049 -0.031
C 2.437 -2.188 0.822 0.081 0.000 0.029
C 1.324 -2.650 1.504 -0.042 -0.048 0.126
C 0.069 -2.520 0.933 -0.054 -0.036 0.082
C -0.070 -1.918 -0.306 0.017 -0.026 -0.074
N 1.026 1.977 1.291 -0.012 -0.013 0.166
C -0.157 1.329 1.809 -0.218 0.069 -0.126
C -1.477 2.018 1.364 0.045 -0.221 0.080
C -2.231 1.200 0.377 0.033 0.340 -0.073
C -2.445 1.327 -0.971 0.063 0.109 0.491
N -3.159 0.268 -1.438 -0.315 -0.426 -0.491
C -3.382 -0.494 -0.408 -0.137 -0.159 -0.073
N -2.841 0.020 0.723 0.035 0.093 0.061
H -0.167 1.111 -0.716 0.041 -0.002 0.053
H 0.945 1.339 -2.991 0.121 -0.036 0.032
H 2.402 0.832 -2.110 -0.198 0.022 -0.055
H 1.472 -1.185 -3.081 -0.058 0.013 -0.079
H -0.176 -0.752 -2.602 0.008 -0.071 -0.038
H 3.171 -1.228 -0.938 0.113 0.087 -0.045
H 3.419 -2.288 1.261 0.091 -0.003 0.037
H 1.433 -3.113 2.474 0.020 -0.046 0.073
H -0.804 -2.888 1.455 -0.064 -0.047 0.040
H -1.051 -1.817 -0.750 -0.067 0.043 -0.060
H 1.675 2.360 1.961 0.007 -0.114 -0.165
H -0.166 0.275 1.498 0.002 0.090 0.105
H -0.085 1.354 2.897 0.048 -0.029 -0.078
H -2.105 2.195 2.240 -0.017 0.095 -0.010
H -1.238 2.986 0.922 -0.035 -0.010 0.070
H -2.148 2.120 -1.628 0.141 0.256 -0.048
H -3.927 -1.417 -0.433 -0.121 -0.226 0.084
H -2.875 -0.374 1.649 -0.017 -0.025 -0.094
```
Forces are in eV/Å.

Output
Charge ... 0
Energy above the lowest of the compared OMol25 structures with the same formula, charge and spin ... 0.0 kJ/mol
Orbital gap ... 0.30517 hartree
E_LUMO ... 0.43 eV
Electronic energy ... -1161.52137 Ha